Density functional theory data (wB97M-V/def2-TZVPD) for 2 unconnected molecules or ions with the total composition C4H11NO2.

Cartesian coordinates (Å):
C (0.279, 0.454, -0.975)
N (-0.427, -0.661, -0.267)
C (0.112, -1.927, 0.084)
C (1.516, -2.055, 0.750)
C (-0.968, -2.312, 1.202)
O (-2.039, -2.627, 0.736)
H (1.234, 0.578, -0.699)
H (0.069, 0.249, -2.056)
H (-0.179, 1.439, -0.625)
H (-1.461, -0.487, -0.239)
H (0.233, -2.617, -0.851)
H (1.617, -1.946, 1.879)
H (2.208, -2.895, 0.573)
H (2.044, -1.144, 0.424)
H (-0.823, -2.325, 2.247)
O (-1.243, 5.750, -0.977)
H (-0.468, 5.955, -0.539)
H (-1.704, 6.571, -0.668)

SMILES: CN[C@@H](C)C=O.O
energy above the lowest of the compared OMol25 structures with the same formula, charge and spin: 3.472 eV

Density functional theory data (wB97M-V/def2-TZVPD) for C3H5NO3S in the gas phase.

Cartesian coordinates (Å):
O (0.042, 1.977, 1.912)
C (0.244, 1.346, 0.879)
N (1.350, 0.390, 0.685)
S (1.379, -1.248, 0.011)
C (-0.432, -1.466, 0.158)
O (-0.939, -0.809, -0.901)
C (-0.555, 0.531, -1.338)
O (-0.604, 1.433, -0.203)
H (1.949, 0.106, 1.605)
H (-0.720, -2.501, 0.010)
H (-0.636, -1.090, 1.214)
H (-1.477, 0.744, -2.110)
H (0.399, 0.587, -1.922)

SMILES: O=C1NSCOCO1
energy above the lowest of the compared OMol25 structures with the same formula, charge and spin: 2.705 eV

Density functional theory data (wB97M-V/def2-TZVPD) for 2 unconnected molecules or ions with the total composition C2H4S2.

Cartesian coordinates (Å):
C (0.782, 0.092, -0.057)
C (-0.582, -0.444, 0.125)
S (2.188, -0.741, -0.046)
S (0.730, 1.778, -0.042)
H (-0.598, -0.994, 1.000)
H (-1.307, 0.319, 0.182)
H (-0.984, -1.132, -0.898)
H (2.436, 2.261, -0.593)

energy above the lowest of the compared OMol25 structures with the same formula, charge and spin: 2.384 eV

Density functional theory data (wB97M-V/def2-TZVPD) for 2 unconnected molecules or ions with the total composition C4H12.

Cartesian coordinates (Å):
C (-0.075, -1.646, 0.409)
C (0.349, -2.935, 1.111)
H (-0.733, -1.922, -0.409)
H (-0.652, -0.947, 1.025)
H (0.762, -0.995, 0.157)
H (1.391, -3.206, 0.896)
H (-0.150, -3.799, 0.667)
H (0.251, -3.008, 2.191)
C (-0.839, 2.293, -0.463)
C (0.584, 2.298, -1.031)
H (-1.581, 2.162, -1.243)
H (-0.986, 1.470, 0.236)
H (-1.074, 3.235, 0.033)
H (0.567, 1.968, -2.071)
H (1.009, 3.297, -1.001)
H (1.227, 1.559, -0.557)

SMILES: CC.CC
energy above the lowest of the compared OMol25 structures with the same formula, charge and spin: 0.403 eV

Density functional theory data (wB97M-V/def2-TZVPD) for a molecular structure, C21H40IrN5O2S3Si.

Cartesian coordinates (Å):
Ir (-0.517, -0.528, 0.792)
C (-3.478, 2.732, 1.435)
C (-2.467, 1.827, 0.802)
N (-1.333, 1.453, 1.385)
O (-1.041, 1.967, 2.663)
C (-2.669, 1.339, -0.513)
C (-3.794, 1.823, -1.377)
N (-1.828, 0.416, -0.932)
O (-1.949, 0.083, -2.284)
H (-3.228, 2.945, 2.471)
H (-4.466, 2.278, 1.396)
H (-3.526, 3.686, 0.910)
H (-1.716, 1.667, 3.294)
H (-4.158, 2.795, -1.062)
H (-4.616, 1.108, -1.336)
H (-3.467, 1.867, -2.413)
C (2.289, -4.472, 0.139)
C (1.734, -3.177, 0.651)
S (0.358, -2.614, -0.203)
C (2.333, -2.509, 1.687)
C (3.520, -3.058, 2.412)
S (1.816, -0.964, 2.242)
H (1.751, -4.766, -0.758)
H (2.195, -5.271, 0.875)
H (3.345, -4.366, -0.106)
H (4.309, -3.347, 1.718)
H (3.242, -3.947, 2.977)
H (3.908, -2.316, 3.105)
C (-1.371, 0.450, -5.381)
Si (-0.915, -1.197, -4.533)
C (-1.999, -2.593, -5.232)
C (0.931, -1.662, -4.745)
C (-1.183, -1.054, -2.624)
H (-1.185, 0.388, -6.450)
H (-0.818, 1.302, -4.994)
H (-2.430, 0.654, -5.240)
H (-1.817, -2.727, -6.294)
H (-3.055, -2.376, -5.108)
H (-1.792, -3.540, -4.741)
H (1.108, -2.084, -5.728)
H (1.221, -2.412, -4.015)
H (1.605, -0.818, -4.631)
H (-1.686, -1.949, -2.239)
H (-0.214, -0.984, -2.114)
N (3.377, 2.944, -0.870)
C (3.506, 1.483, -1.125)
C (2.099, 0.875, -1.192)
N (1.350, 1.144, 0.011)
C (1.261, 2.556, 0.300)
C (2.650, 3.193, 0.407)
H (2.830, 3.359, -1.636)
H (4.298, 3.394, -0.860)
H (4.067, 1.044, -0.297)
H (4.053, 1.323, -2.054)
H (2.181, -0.204, -1.318)
H (1.555, 1.269, -2.055)
H (1.786, 0.664, 0.804)
H (0.730, 2.679, 1.242)
H (0.672, 3.051, -0.476)
H (3.216, 2.735, 1.221)
H (2.581, 4.266, 0.581)
S (-1.962, -1.626, 2.536)
C (-1.616, -0.782, 3.995)
N (-0.332, -0.830, 4.478)
C (0.052, -0.135, 5.582)
C (-0.865, 0.539, 6.329)
C (-2.219, 0.531, 5.927)
C (-2.573, -0.104, 4.745)
H (0.369, -1.278, 3.888)
H (1.105, -0.157, 5.811)
H (-0.560, 1.078, 7.212)
H (-2.964, 1.042, 6.516)
H (-3.596, -0.103, 4.395)

electronic energy: -77184.7982 eV
charge: +1
⟨S²⟩: 0.763
multiplicity: 2

Density functional theory data (wB97M-V/def2-TZVPD) for C10H8N2O in the gas phase.

Cartesian coordinates (Å):
O (-3.506, 0.625, 2.257)
C (-2.488, 0.070, 1.435)
C (-2.543, -1.319, 1.359)
N (-1.744, -1.966, 0.452)
C (-0.833, -1.449, -0.181)
C (-0.579, -0.030, 0.061)
C (0.784, 0.528, -0.398)
C (1.985, -0.046, 0.062)
C (3.062, -0.123, -0.742)
C (2.960, 0.533, -1.983)
N (2.013, 1.425, -2.288)
C (0.962, 1.474, -1.411)
C (-1.431, 0.690, 0.959)
H (-4.129, -0.051, 1.996)
H (-3.439, -1.756, 1.856)
H (-0.063, -2.066, -0.704)
H (1.940, -0.502, 1.043)
H (4.038, -0.542, -0.234)
H (3.952, 0.358, -2.717)
H (0.399, 2.296, -1.775)
H (-1.340, 1.851, 0.954)

SMILES: Oc1cncc(-c2cccnc2)c1
energy above the lowest of the compared OMol25 structures with the same formula, charge and spin: 3.041 eV

Density functional theory data (wB97M-V/def2-TZVPD) for a gas-phase ion, C6H10N (charge +1).

Cartesian coordinates (Å):
C (-1.295, 1.777, -0.159)
C (-0.911, 0.553, 0.139)
C (-1.608, -0.787, 0.022)
C (-0.229, -1.556, 0.103)
C (0.384, -0.160, 0.124)
C (1.532, 0.189, -0.711)
N (1.690, 0.185, 0.769)
H (-0.498, 2.476, -0.280)
H (-2.211, 2.346, -0.251)
H (-2.172, -1.131, 0.978)
H (-2.318, -0.811, -0.834)
H (0.080, -2.181, 0.876)
H (0.107, -2.064, -0.896)
H (2.067, -0.420, -1.375)
H (1.386, 1.313, -1.040)
H (2.078, -0.700, 1.168)
H (1.918, 0.970, 1.366)

SMILES: C=C1CC[C@@]12C[NH2+]2
energy above the lowest of the compared OMol25 structures with the same formula, charge and spin: 2.250 eV
charge: +1

We obtain max |F| values of 0.105 0.080 0.096 0.024 0.052 0.164 0.102 hartree/bohr for the records listed above, in that order.